Record 1
A structure of composition C35H69BBr2Cl16INO7P2S, computed with ωB97M-V with the def2-TZVPD basis set.

CARTESIAN COORDINATES (ANGSTROEM)
C (7.64400, 3.45056, -1.19261)
C (6.67973, 2.71431, -1.17963)
C (5.55761, 1.78404, -0.97266)
C (4.76290, 2.20009, 0.31841)
C (3.62322, 1.17073, 0.45083)
C (2.94509, 0.90706, 1.81726)
I (4.16319, 1.33979, 3.58498)
O (1.59543, 1.18017, 1.95251)
C (0.99324, 2.47872, 1.95600)
B (0.61723, 2.84633, 3.49982)
O (0.07827, 1.83542, 4.29108)
O (0.86440, 4.06977, 4.09597)
C (-0.27536, 4.89139, 4.34068)
C (-1.14091, 4.42182, 5.53726)
P (1.81373, 3.96776, 1.15428)
O (0.66363, 5.14282, 1.36333)
Br (3.52425, 4.79622, 2.37652)
C (-0.42469, 2.29500, 1.22252)
O (-1.28980, 3.08582, 2.00510)
C (-0.89274, 0.82637, 1.40728)
C (-2.33665, 0.50231, 0.90753)
C (-2.60179, -0.98697, 1.32472)
C (-3.66623, -1.13472, 2.41527)
O (-4.77119, -0.24473, 2.25303)
N (-0.25538, 2.76181, -0.16081)
C (0.16373, 1.76566, -1.12437)
C (1.01701, 2.36337, -2.29398)
C (-1.19429, 3.71553, -0.66943)
S (-2.78810, 3.03226, -1.29835)
C (-4.03716, 4.36423, -1.14084)
C (-4.31136, 4.73338, 0.33746)
P (2.96755, -1.00990, 1.91936)
O (2.02719, -1.32915, 3.23207)
Br (1.81784, -1.73288, 0.10005)
H (8.30615, 4.28244, -1.11599)
H (4.86256, 1.79788, -1.82329)
H (5.96192, 0.77602, -0.80399)
H (5.50753, 2.22989, 1.11509)
H (4.32944, 3.17135, 0.06454)
H (3.97760, 0.23912, -0.02328)
H (2.82029, 1.51912, -0.21903)
H (0.53507, 1.89528, 5.14066)
H (-0.87893, 5.10483, 3.45277)
H (0.12308, 5.86818, 4.65450)
H (-1.86496, 3.65405, 5.24844)
H (-1.62806, 5.28401, 6.00819)
H (-0.44847, 4.00185, 6.28051)
H (0.63745, 5.59912, 0.50697)
H (-2.19733, 3.03878, 1.67459)
H (-0.25291, 0.08256, 0.92581)
H (-0.89538, 0.57513, 2.47826)
H (-2.28023, 0.47913, -0.18506)
H (-3.10352, 1.18124, 1.28395)
H (-2.85032, -1.58657, 0.44201)
H (-1.66380, -1.39981, 1.72586)
H (-4.05914, -2.16835, 2.33639)
H (-3.19650, -1.08933, 3.41404)
H (-5.37017, -0.45277, 2.97646)
H (0.76952, 0.95986, -0.69984)
H (-0.68211, 1.25292, -1.62094)
H (1.80599, 1.65947, -2.58518)
H (0.36278, 2.44543, -3.17313)
H (1.42910, 3.34632, -2.04135)
H (-0.71970, 4.21156, -1.52886)
H (-1.43402, 4.53831, 0.01163)
H (-4.95600, 3.91717, -1.53770)
H (-3.79501, 5.23145, -1.76500)
H (-3.56517, 5.41275, 0.75880)
H (-5.32299, 5.15869, 0.38855)
H (-4.34946, 3.79334, 0.90594)
H (1.08684, -1.25609, 3.00235)
Cl (-4.52864, -4.29703, 1.78360)
C (-3.90909, -5.71511, 0.89498)
C (-2.44156, -5.58128, 0.57677)
Cl (-2.15518, -4.30619, -0.63430)
H (-4.50299, -5.83570, -0.00856)
H (-4.07711, -6.58277, 1.53207)
H (-2.06479, -6.51198, 0.15292)
H (-1.85584, -5.35073, 1.46425)
Cl (-1.27453, -7.11527, -2.84977)
C (-0.46994, -5.72729, -3.62753)
C (0.85329, -6.10622, -4.24336)
Cl (2.07653, -6.51083, -3.01255)
H (-0.35496, -4.94587, -2.87945)
H (-1.14612, -5.36323, -4.40038)
H (1.24439, -5.26580, -4.81536)
H (0.75345, -6.95833, -4.91212)
Cl (6.37713, -1.57362, -2.85189)
C (4.59663, -1.53593, -2.81972)
C (4.02042, -0.82464, -4.01955)
Cl (4.36444, 0.92486, -3.99156)
H (4.28671, -1.06326, -1.88992)
H (4.25652, -2.57094, -2.80644)
H (2.93613, -0.93569, -4.02688)
H (4.41132, -1.22862, -4.95072)
Cl (-5.10784, -5.49785, -2.70967)
C (-4.97243, -7.23151, -3.10196)
C (-6.28194, -7.95646, -2.92319)
Cl (-6.75584, -8.06539, -1.20836)
H (-4.19132, -7.65722, -2.47657)
H (-4.65062, -7.29687, -4.14037)
H (-6.19042, -8.97660, -3.29369)
H (-7.08729, -7.46626, -3.46566)
Cl (-4.43485, -6.71800, 4.40459)
C (-5.23658, -5.48961, 5.41339)
C (-6.42052, -6.05013, 6.16087)
Cl (-7.76553, -6.47048, 5.07104)
H (-5.52587, -4.66297, 4.76738)
H (-4.49208, -5.12657, 6.12096)
H (-6.79902, -5.30519, 6.85967)
H (-6.15125, -6.94137, 6.72324)
Cl (11.36759, -0.30694, -2.71206)
C (11.71678, 0.68248, -1.27065)
C (10.59658, 0.63245, -0.26076)
Cl (9.11930, 1.46097, -0.84341)
H (11.90982, 1.70104, -1.60088)
H (12.63123, 0.28665, -0.83004)
H (10.90294, 1.13989, 0.65370)
H (10.33410, -0.39413, -0.01017)
Cl (-4.66824, -1.97988, -5.67447)
C (-5.23818, -2.04871, -3.98612)
C (-5.12080, -0.71884, -3.28858)
Cl (-3.42430, -0.25558, -3.01574)
H (-4.66888, -2.81726, -3.47159)
H (-6.28223, -2.35809, -4.01742)
H (-5.59609, -0.77354, -2.30949)
H (-5.60021, 0.07542, -3.85696)
Cl (0.68010, 6.79835, -1.72410)
C (2.41201, 6.42588, -1.44079)
C (3.28733, 7.63987, -1.61443)
Cl (3.36254, 8.17631, -3.31198)
H (2.69778, 5.62504, -2.11922)
H (2.49916, 6.05625, -0.42139)
H (4.30550, 7.40166, -1.30982)
H (2.93558, 8.47460, -1.01214)

HOMO level	-0.2986	Eh
HOMO-LUMO gap	8.25	eV
lowest unoccupied orbital energy	0.120	eV
energy	-431872.7276	eV

These are the Löwdin partial charges, in e, on atoms 1 to 4:
1. C -0.05
2. C -0.21
3. C -0.23
4. C -0.24

Record 2
A cluster of 8 separate species, C35H71F2N10O7Si in total, computed with ωB97M-V with the def2-TZVPD basis set.

CARTESIAN COORDINATES (ANGSTROEM)
C (1.72530, 1.03523, -0.37197)
C (2.22151, 2.04669, -1.12826)
N (2.49694, 2.00262, -2.55801)
C (2.41048, 0.68097, -3.09632)
N (3.28243, -0.33202, -2.65750)
N (1.53684, 0.39828, -4.02031)
C (0.53602, 1.32721, -4.58483)
F (0.11540, 0.72872, -5.75398)
F (1.11010, 2.52699, -4.99069)
C (-0.61879, 1.69619, -3.60171)
C (-1.96380, 0.90073, -3.81118)
Si (-2.46276, -0.28040, -2.38573)
C (-1.88095, 0.26445, -0.65575)
C (-4.39264, -0.24491, -2.33838)
C (-1.98840, -2.05256, -2.86680)
C (-2.96994, -3.13750, -3.05803)
C (-2.46813, -4.44021, -3.44526)
C (-1.07275, -4.75970, -3.66891)
C (-0.10361, -3.70272, -3.48094)
C (-0.59073, -2.39747, -3.07070)
H (1.03630, 1.32032, 0.45741)
H (1.97050, -0.04096, -0.48753)
H (2.40448, 3.02378, -0.62360)
H (3.46682, 2.30370, -2.75294)
H (4.22909, -0.22068, -3.02531)
H (2.90452, -1.27012, -2.81694)
H (1.51806, -0.56719, -4.37110)
H (-0.24256, 1.57050, -2.54686)
H (-0.82151, 2.79441, -3.70535)
H (-2.03089, 0.31489, -4.75795)
H (-2.78604, 1.66869, -3.86495)
H (-2.00605, 1.37487, -0.53525)
H (-0.84966, -0.09022, -0.38831)
H (-2.57186, -0.20201, 0.13862)
H (-4.77423, 0.72381, -1.94298)
H (-4.74488, -0.46952, -3.37936)
H (-4.69989, -1.11066, -1.68902)
H (-4.04844, -2.91594, -2.90366)
H (-3.21905, -5.25053, -3.57327)
H (-0.69277, -5.75814, -3.97022)
H (0.99061, -3.82207, -3.63150)
H (0.17026, -1.60083, -2.89906)
C (-5.02947, 0.38504, 2.18905)
O (-4.78927, -0.00918, 1.05959)
N (-5.06727, -0.39204, 3.29132)
C (-5.36242, 0.14679, 4.60721)
C (-4.80475, -1.81363, 3.15656)
H (-5.24231, 1.44603, 2.40057)
H (-4.51852, -0.04646, 5.27204)
H (-6.25568, -0.34338, 5.00042)
H (-5.53785, 1.22137, 4.55696)
H (-3.80616, -1.95862, 2.73957)
H (-5.53410, -2.25202, 2.47278)
H (-4.87098, -2.30429, 4.12590)
C (4.95220, -1.89453, -0.46457)
O (4.44127, -2.94344, -0.82720)
N (6.17676, -1.76700, 0.07904)
C (6.71462, -0.47665, 0.48527)
C (6.98814, -2.95699, 0.26633)
H (4.42137, -0.93294, -0.56005)
H (7.63347, -0.28368, -0.07385)
H (6.93603, -0.49984, 1.55038)
H (5.99972, 0.32251, 0.28651)
H (7.15329, -3.43732, -0.69997)
H (6.45859, -3.65607, 0.91596)
H (7.94535, -2.69543, 0.71344)
C (7.94855, 1.44138, 3.78161)
O (7.58904, 0.81574, 2.79714)
N (7.13398, 2.14841, 4.59284)
C (7.63441, 2.86907, 5.74824)
C (5.71318, 2.18814, 4.29922)
H (9.00471, 1.47631, 4.09240)
H (7.15222, 2.48283, 6.64873)
H (7.40174, 3.93037, 5.63795)
H (8.71283, 2.74882, 5.84228)
H (5.31385, 1.17207, 4.30942)
H (5.56223, 2.61154, 3.30400)
H (5.19059, 2.79388, 5.03740)
C (0.84754, -2.82684, -8.50200)
O (0.53496, -3.30669, -7.42917)
N (1.48054, -1.64050, -8.66703)
C (1.82620, -1.12323, -9.97760)
C (1.82100, -0.86729, -7.49053)
H (0.63168, -3.33906, -9.45378)
H (2.90865, -0.98928, -10.03742)
H (1.33219, -0.16040, -10.12593)
H (1.50887, -1.81050, -10.76060)
H (2.47880, -1.46323, -6.84932)
H (0.91006, -0.63711, -6.93895)
H (2.32316, 0.05734, -7.77267)
C (-3.96965, 1.98962, 7.61327)
O (-3.64487, 0.81725, 7.53339)
N (-3.28204, 3.02527, 7.08376)
C (-3.72909, 4.40086, 7.21897)
C (-2.05709, 2.75309, 6.35718)
H (-4.88290, 2.30414, 8.14439)
H (-3.89223, 4.82223, 6.22288)
H (-2.95931, 4.97240, 7.73770)
H (-4.65743, 4.45449, 7.78601)
H (-2.27561, 2.09424, 5.51361)
H (-1.34914, 2.24780, 7.01816)
H (-1.61930, 3.68119, 5.99305)
C (-1.40308, 4.23700, 9.91901)
O (-2.07742, 5.18509, 9.55614)
N (-0.11461, 4.30690, 10.32082)
C (0.62517, 3.13245, 10.73985)
C (0.54783, 5.59916, 10.33309)
H (-1.80999, 3.21228, 9.94759)
H (0.95697, 3.26609, 11.77175)
H (1.49555, 3.00580, 10.09178)
H (0.00260, 2.24043, 10.67862)
H (0.00544, 6.27654, 10.99497)
H (0.54042, 6.01822, 9.32497)
H (1.57504, 5.49497, 10.67839)
C (-4.87521, -3.69640, -6.16122)
O (-5.66034, -3.66728, -5.23145)
N (-4.98348, -4.48935, -7.25134)
C (-4.00400, -4.46576, -8.31946)
C (-6.11665, -5.39180, -7.35337)
H (-3.98078, -3.05106, -6.18388)
H (-4.49791, -4.18887, -9.25391)
H (-3.56102, -5.45886, -8.42302)
H (-3.21534, -3.74475, -8.10562)
H (-7.04204, -4.81352, -7.32834)
H (-6.11111, -6.07577, -6.50259)
H (-6.06571, -5.96066, -8.28025)

HOMO level	-0.3836	Eh
HOMO-LUMO gap	6.48	eV
lowest unoccupied orbital energy	-3.959	eV
energy	-79985.1346	eV
net charge	+1

These are the Löwdin partial charges, in e, on atoms 1 to 4:
1. C 0.00
2. C -0.17
3. N 0.07
4. C -0.30

Record 3
A cluster of 11 separate species, C35H71F2O30P in total, computed with ωB97M-V with the def2-TZVPD basis set.

CARTESIAN COORDINATES (ANGSTROEM)
C (1.69554, 1.18056, 1.41978)
C (1.50995, 1.92753, 0.10863)
C (0.97139, 3.34280, 0.22778)
F (0.57851, 3.74871, -1.05917)
P (-0.48024, 3.74256, 1.34341)
C (-1.99818, 3.13460, 0.50806)
C (-2.29352, 1.65023, 0.55617)
F (-1.43501, 0.93819, -0.28041)
H (2.18430, 0.22642, 1.22547)
H (0.74134, 0.95286, 1.89608)
H (2.30012, 1.75091, 2.12693)
H (2.48598, 1.99755, -0.38184)
H (0.86548, 1.37318, -0.57150)
H (1.76393, 4.03034, 0.52980)
H (-0.30262, 2.89509, 2.44971)
H (-1.96199, 3.49029, -0.52178)
H (-2.84310, 3.64277, 0.97718)
H (-3.31086, 1.45534, 0.21091)
H (-2.15842, 1.26661, 1.56712)
C (-4.95744, 0.24023, -5.03871)
O (-3.54391, 0.42120, -4.93526)
C (-3.18502, 1.47703, -4.20731)
O (-3.93387, 2.24165, -3.65581)
O (-1.85617, 1.53844, -4.18920)
C (-1.31520, 2.63053, -3.43873)
H (-5.11555, -0.65188, -5.63676)
H (-5.39763, 0.09631, -4.05387)
H (-5.42603, 1.09105, -5.52940)
H (-1.60578, 2.55084, -2.39572)
H (-1.63968, 3.58373, -3.85097)
H (-0.23495, 2.54967, -3.51460)
C (0.72197, -0.25011, -3.87648)
O (1.05268, -1.63514, -4.04957)
C (2.07254, -2.04659, -3.30372)
O (2.70239, -1.37190, -2.53008)
O (2.29498, -3.33404, -3.57107)
C (3.38519, -3.90456, -2.84321)
H (-0.11725, -0.04910, -4.52945)
H (0.43945, -0.05337, -2.84334)
H (1.56946, 0.37602, -4.15569)
H (3.19968, -3.85480, -1.77216)
H (4.31550, -3.39133, -3.08020)
H (3.44532, -4.94136, -3.15974)
C (3.87117, -1.08885, -6.20951)
O (5.29380, -1.09471, -6.36560)
C (5.89960, 0.00510, -5.92660)
O (5.36320, 0.96093, -5.43233)
O (7.21200, -0.13735, -6.12436)
C (7.98432, 0.98602, -5.69327)
H (3.51347, -2.03265, -6.60966)
H (3.61094, -1.01058, -5.15569)
H (3.42780, -0.26735, -6.76800)
H (7.85268, 1.15569, -4.62706)
H (7.70652, 1.88097, -6.24652)
H (9.02323, 0.74343, -5.89464)
C (-1.44518, 3.99143, 6.02706)
O (-1.85854, 2.71133, 5.52960)
C (-2.74987, 2.08781, 6.29553)
O (-3.20479, 2.50033, 7.33174)
O (-3.05352, 0.92441, 5.72539)
C (-4.01264, 0.14636, 6.45315)
H (-0.73054, 4.39187, 5.31432)
H (-2.29450, 4.66772, 6.09665)
H (-0.96386, 3.89188, 6.99777)
H (-4.95364, 0.68482, 6.54100)
H (-3.63626, -0.10066, 7.44382)
H (-4.15825, -0.76140, 5.87614)
C (-5.37873, 0.38524, 13.67038)
O (-4.89059, 0.34358, 12.32777)
C (-3.90737, 1.21036, 12.07719)
O (-3.43275, 1.98035, 12.87044)
O (-3.54673, 1.07293, 10.80524)
C (-2.49177, 1.94794, 10.38908)
H (-6.16384, -0.36275, 13.72593)
H (-4.58599, 0.14224, 14.37515)
H (-5.78690, 1.36739, 13.90030)
H (-1.59168, 1.76012, 10.97303)
H (-2.79259, 2.98815, 10.49030)
H (-2.31328, 1.72778, 9.34571)
C (4.11123, -4.84644, -11.43522)
O (5.34551, -4.88636, -10.71587)
C (5.54619, -3.83820, -9.91565)
O (4.78984, -2.91249, -9.77075)
O (6.71698, -3.99539, -9.30768)
C (7.06218, -2.92485, -8.41786)
H (4.08666, -5.75054, -12.03597)
H (3.26671, -4.83559, -10.74900)
H (4.07135, -3.97188, -12.08152)
H (6.32488, -2.82583, -7.62895)
H (7.14724, -1.98640, -8.96185)
H (8.02481, -3.18601, -7.98851)
C (-8.62318, -4.05923, -0.46827)
O (-7.48634, -3.45231, -1.09234)
C (-7.21316, -2.22493, -0.65979)
O (-7.82434, -1.61614, 0.17869)
O (-6.14029, -1.78084, -1.31669)
C (-5.73639, -0.46068, -0.95076)
H (-8.72433, -5.04622, -0.90936)
H (-8.46667, -4.15686, 0.60367)
H (-9.52173, -3.47608, -0.66001)
H (-5.47273, -0.41670, 0.10455)
H (-6.52444, 0.25822, -1.16766)
H (-4.86230, -0.22513, -1.55242)
C (-9.35847, -9.69135, 1.93366)
O (-9.16559, -10.14725, 0.59172)
C (-9.03654, -9.17249, -0.30480)
O (-9.06983, -7.99177, -0.07208)
O (-8.86360, -9.72627, -1.50253)
C (-8.70728, -8.78651, -2.56928)
H (-9.44613, -10.58588, 2.54230)
H (-8.50629, -9.10105, 2.26413)
H (-10.26899, -9.10069, 2.01077)
H (-7.83016, -8.16337, -2.40632)
H (-9.59320, -8.16142, -2.66230)
H (-8.57716, -9.37758, -3.47035)
C (2.30141, 3.16978, 6.75782)
O (1.99677, 4.50968, 6.36305)
C (3.02733, 5.35317, 6.44772)
O (4.13655, 5.07277, 6.81598)
O (2.61156, 6.55421, 6.05305)
C (3.62141, 7.56750, 6.09014)
H (1.38165, 2.60301, 6.63999)
H (3.07437, 2.74441, 6.12106)
H (2.61836, 3.13572, 7.79826)
H (4.44609, 7.31039, 5.42875)
H (3.99018, 7.70337, 7.10466)
H (3.14186, 8.47841, 5.74587)
C (7.64886, 2.47526, -1.86134)
O (9.07341, 2.44743, -1.99018)
C (9.68519, 3.54321, -1.54357)
O (9.14767, 4.50434, -1.06066)
O (10.99636, 3.39032, -1.72475)
C (11.78206, 4.50141, -1.28486)
H (7.28828, 1.53132, -2.25913)
H (7.35466, 2.56662, -0.81791)
H (7.22630, 3.29588, -2.43762)
H (11.65002, 4.66568, -0.21742)
H (11.51274, 5.40231, -1.83238)
H (12.81435, 4.23744, -1.49290)

HOMO level	-0.3206	Eh
HOMO-LUMO gap	9.13	eV
lowest unoccupied orbital energy	0.409	eV
SMILES string	CC[C@@H](F)PCCF.COC(=O)OC.COC(=O)OC.COC(=O)OC.COC(=O)OC.COC(=O)OC.COC(=O)OC.COC(=O)OC.COC(=O)OC.COC(=O)OC.COC(=O)OC
energy above the lowest of the compared OMol25 structures with the same formula, charge and spin	0.0	kcal/mol
energy	-113595.0635	eV

These are the Löwdin partial charges, in e, on atoms 1 to 4:
1. C -0.11
2. C -0.25
3. C -0.52
4. F -0.09